Entry from the OMol25 dataset: one molecule with the formula C4H7NO (ωB97M-V/def2-TZVPD).

HOMO-LUMO gap	10.562	eV
HOMO	-9.5	eV
lowest unoccupied orbital energy	1.0	eV
SMILES string	CC1=NCCO1

The geometry in ORCA input format:
```
! RIJCOSX wB97M-V def2-TZVPD def2/J DEFGRID3
* xyz 0 1
C -1.434 1.199 -0.869
C -0.728 0.090 -0.170
N -0.330 -1.008 -0.667
C 0.802 -1.421 0.179
C 1.092 -0.146 0.980
O -0.193 0.478 1.037
H -2.241 0.873 -1.525
H -0.663 1.675 -1.502
H -1.752 1.931 -0.127
H 0.585 -2.293 0.809
H 1.619 -1.664 -0.502
H 1.716 0.535 0.383
H 1.529 -0.250 1.973
*
```

***

Entry from the OMol25 dataset: one molecule with the formula C4H7NO (ωB97M-V/def2-TZVPD).

HOMO-LUMO gap	8.802	eV
HOMO	-8.8	eV
lowest unoccupied orbital energy	0.0	eV

The geometry in ORCA input format:
```
! RIJCOSX wB97M-V def2-TZVPD def2/J DEFGRID3
* xyz 0 1
O -1.116 0.416 1.567
C -0.939 0.455 0.185
C 0.249 1.232 -0.453
C 0.626 0.038 -1.350
N 0.812 -1.220 0.390
C -0.310 -0.775 -0.478
H -0.427 -0.183 1.892
H -1.891 0.741 -0.278
H 1.027 1.565 0.247
H 0.008 2.092 -1.087
H 1.643 -0.632 0.238
H 1.097 -2.152 0.099
H -0.880 -1.638 -0.830
*
```

***

Entry from the OMol25 dataset: one molecule with the formula C4H7NO (ωB97M-V/def2-TZVPD).

HOMO-LUMO gap	10.560	eV
HOMO	-9.4	eV
lowest unoccupied orbital energy	1.1	eV
SMILES string	ON=C1CCC1

The geometry in ORCA input format:
```
! RIJCOSX wB97M-V def2-TZVPD def2/J DEFGRID3
* xyz 0 1
O -0.647 -1.533 -2.021
N 0.019 -1.710 -0.805
C 0.078 -0.605 -0.189
C -0.416 0.791 -0.472
C 0.169 1.214 0.904
C 0.652 -0.244 1.163
H -0.692 -2.430 -2.373
H 0.036 1.259 -1.352
H -1.504 0.856 -0.574
H 0.977 1.947 0.837
H -0.571 1.577 1.620
H 1.734 -0.371 1.259
H 0.165 -0.751 2.002
*
```

***

Entry from the OMol25 dataset: one molecule with the formula C4H7NO (ωB97M-V/def2-TZVPD).

HOMO-LUMO gap	9.349	eV
HOMO	-8.4	eV
lowest unoccupied orbital energy	0.9	eV
SMILES string	[H]/N=C/C/C=C/O

The geometry in ORCA input format:
```
! RIJCOSX wB97M-V def2-TZVPD def2/J DEFGRID3
* xyz 0 1
H -2.595 0.256 1.604
N -1.630 -0.034 1.472
C -1.506 -0.636 0.362
C -0.141 -0.847 -0.150
C 0.153 0.624 -0.633
C 1.455 0.511 -0.896
O 2.426 1.100 -0.187
H -2.295 -0.816 -0.373
H 0.532 -1.128 0.684
H -0.020 -1.624 -0.917
H -0.158 1.467 0.004
H 1.791 -0.228 -1.614
H 1.987 1.353 0.644
*
```

***

Entry from the OMol25 dataset: one molecule with the formula C4H7NO (ωB97M-V/def2-TZVPD).

HOMO-LUMO gap	10.388	eV
HOMO	-9.4	eV
lowest unoccupied orbital energy	1.0	eV
SMILES string	CN1C[C@H]1C=O

The geometry in ORCA input format:
```
! RIJCOSX wB97M-V def2-TZVPD def2/J DEFGRID3
* xyz 0 1
C -0.001 1.544 -0.973
N 0.535 0.356 -0.359
C -0.007 -0.904 -0.719
C -0.241 -0.272 0.673
C 0.323 -1.055 1.797
O -0.214 -1.162 2.877
H 0.471 1.618 -1.955
H 0.287 2.399 -0.361
H -1.095 1.538 -1.108
H -0.887 -1.101 -1.296
H 0.777 -1.580 -1.043
H -1.143 0.284 0.962
H 1.194 -1.666 1.505
*
```

***

Entry from the OMol25 dataset: one molecule with the formula C4H7NO (ωB97M-V/def2-TZVPD).

HOMO-LUMO gap	8.082	eV
HOMO	-7.9	eV
lowest unoccupied orbital energy	0.2	eV

The geometry in ORCA input format:
```
! RIJCOSX wB97M-V def2-TZVPD def2/J DEFGRID3
* xyz 0 1
C 1.097 0.645 0.755
C -1.158 -0.174 0.626
N -1.330 0.086 -0.629
C -0.113 -0.517 -1.190
C 0.433 -0.711 0.318
O 0.939 -1.777 0.710
H 0.660 1.543 0.295
H 2.148 0.579 0.467
H 1.038 0.751 1.843
H -1.841 0.174 1.403
H -1.988 0.718 -1.072
H 0.444 0.154 -1.852
H -0.329 -1.471 -1.674
*
```

***

Entry from the OMol25 dataset: one molecule with the formula C4H7NO (ωB97M-V/def2-TZVPD).

HOMO-LUMO gap (alpha / beta)	7.773 / 7.775	eV
HOMO (alpha / beta)	-7.7 / -7.7	eV
lowest unoccupied orbital energy (alpha / beta)	0.1 / 0.1	eV

The geometry in ORCA input format:
```
! RIJCOSX wB97M-V def2-TZVPD def2/J DEFGRID3
* xyz 0 1
C -0.304 1.018 -1.398
N 0.063 0.152 -0.269
C 1.083 -0.662 -0.498
C -0.735 0.022 0.815
C -0.208 -0.702 1.940
O -0.844 -1.209 2.851
H 0.564 1.131 -2.052
H -0.685 1.987 -1.079
H -1.070 0.472 -1.954
H 1.065 -1.646 -0.060
H 1.901 -0.310 -1.110
H -1.713 0.484 0.833
H 0.908 -0.748 1.927
*
```

***

Entry from the OMol25 dataset: one molecule with the formula C4H7NO (ωB97M-V/def2-TZVPD).

HOMO-LUMO gap	10.115	eV
HOMO	-9.8	eV
lowest unoccupied orbital energy	0.3	eV
SMILES string	[H]/N=C\CC(C)=O

The geometry in ORCA input format:
```
! RIJCOSX wB97M-V def2-TZVPD def2/J DEFGRID3
* xyz 0 1
H 2.735 -1.243 0.145
N 2.104 -1.118 -0.652
C 1.326 -0.146 -0.579
C 0.721 0.694 0.455
C -0.735 0.747 -0.166
C -1.615 -0.465 0.111
O -1.258 1.868 -0.278
H 0.307 -0.022 -1.414
H 1.164 1.693 0.408
H 0.771 0.246 1.447
H -1.033 -1.359 0.342
H -2.220 -0.655 -0.777
H -2.267 -0.240 0.959
*
```

***

Entry from the OMol25 dataset: C4H7NO as an isolated structure (ωB97M-V/def2-TZVPD).

HOMO-LUMO gap	10.626	eV
HOMO	-9.6	eV
lowest unoccupied orbital energy	1.0	eV

The geometry in ORCA input format:
```
! RIJCOSX wB97M-V def2-TZVPD def2/J DEFGRID3
* xyz 0 1
C -0.243 -0.780 0.442
C -0.015 0.651 -0.904
C -0.515 -1.386 2.153
C 0.559 1.568 -1.884
N -1.096 -0.018 -0.604
O 0.845 0.221 0.140
H -0.042 -1.714 -0.026
H -1.222 -2.140 1.762
H -0.979 -0.498 2.676
H 0.570 -1.475 2.400
H 0.107 2.562 -1.851
H 0.518 1.311 -2.920
H 1.512 1.699 -1.383
*
```

***

Entry from the OMol25 dataset: one molecule with the formula C4H7NO (ωB97M-V/def2-TZVPD).

HOMO-LUMO gap (alpha / beta)	8.326 / 8.324	eV
HOMO (alpha / beta)	-7.9 / -7.9	eV
lowest unoccupied orbital energy (alpha / beta)	0.4 / 0.4	eV
SMILES string	COC(C)=C=N

The geometry in ORCA input format:
```
! RIJCOSX wB97M-V def2-TZVPD def2/J DEFGRID3
* xyz 0 1
C -1.383 -0.045 1.432
O -0.108 0.404 0.956
C 0.298 -0.137 -0.186
C 1.754 -0.118 -0.456
C -0.565 -0.589 -1.123
N -0.915 0.269 -2.033
H -1.280 -1.116 1.627
H -2.195 0.117 0.720
H -1.565 0.501 2.356
H 2.220 0.771 -0.026
H 2.174 -1.010 0.006
H 1.953 -0.165 -1.534
H -0.389 1.120 -1.741
*
```

***

Entry from the OMol25 dataset: C4H7NO as an isolated structure (ωB97M-V/def2-TZVPD).

HOMO-LUMO gap	11.037	eV
HOMO	-10.2	eV
lowest unoccupied orbital energy	0.9	eV

The geometry in ORCA input format:
```
! RIJCOSX wB97M-V def2-TZVPD def2/J DEFGRID3
* xyz 0 1
C -1.473 0.222 -0.186
C -0.148 -1.178 0.259
O 0.802 -0.653 1.074
C 1.081 0.631 0.601
C 1.813 0.630 -0.674
N 2.275 0.627 -1.735
H -1.827 1.230 0.183
H -1.444 0.329 -1.278
H -2.255 -0.443 0.120
H 0.178 -1.344 -0.774
H -0.558 -2.080 0.740
H 1.628 1.173 1.384
H -0.072 0.856 0.286
*
```

***

Entry from the OMol25 dataset: one molecule with the formula C4H7NO (ωB97M-V/def2-TZVPD).

HOMO-LUMO gap	7.500	eV
HOMO	-7.1	eV
lowest unoccupied orbital energy	0.4	eV
SMILES string	[O-]/C=C/[NH+]1CC1

The geometry in ORCA input format:
```
! RIJCOSX wB97M-V def2-TZVPD def2/J DEFGRID3
* xyz 0 1
O 1.569 -0.780 2.698
C 1.238 -0.466 1.553
C 0.050 -0.768 0.894
N -0.044 -0.343 -0.491
C -0.121 1.108 -0.842
C -1.295 0.235 -1.025
H 1.946 0.158 0.922
H -0.802 -1.322 1.251
H 0.494 -1.023 -1.016
H 0.418 1.471 -1.713
H -0.076 1.731 0.047
H -2.089 0.262 -0.286
H -1.586 -0.047 -2.033
*
```

***

Entry from the OMol25 dataset: one molecule with the formula C4H7NO (ωB97M-V/def2-TZVPD).

HOMO-LUMO gap	10.376	eV
HOMO	-9.4	eV
lowest unoccupied orbital energy	1.0	eV
SMILES string	C[C@H]1NCC1=O

The geometry in ORCA input format:
```
! RIJCOSX wB97M-V def2-TZVPD def2/J DEFGRID3
* xyz 0 1
C 1.538 -0.453 0.200
C 0.321 0.041 -0.710
N -0.963 -0.689 -0.707
C -1.559 0.211 0.363
C -0.388 1.187 0.101
O -0.157 2.306 0.364
H 2.357 0.322 -0.048
H 1.910 -1.439 -0.084
H 1.269 -0.421 1.340
H 0.688 0.294 -1.742
H -0.947 -1.661 -0.474
H -2.471 0.531 -0.013
H -1.598 -0.229 1.410
*
```

***

Entry from the OMol25 dataset: a 2-piece molecular cluster, C4H7NO overall (ωB97M-V/def2-TZVPD).

HOMO-LUMO gap	9.214	eV
HOMO	-8.5	eV
lowest unoccupied orbital energy	0.7	eV

The geometry in ORCA input format:
```
! RIJCOSX wB97M-V def2-TZVPD def2/J DEFGRID3
* xyz 0 1
C 1.163 -0.146 1.547
C 1.956 0.106 0.586
C 0.231 -0.387 2.372
C -0.310 -1.023 -1.845
N -1.765 0.927 -1.806
O -1.444 -0.540 -1.899
H 2.120 -0.705 -0.155
H 2.692 0.961 0.463
H 0.386 -0.917 3.296
H -0.873 -0.187 2.195
H 0.494 -0.223 -1.655
H -2.054 0.950 -0.746
H -2.595 1.182 -2.354
*
```

***

Entry from the OMol25 dataset: one molecule with the formula C4H7NO (ωB97M-V/def2-TZVPD).

HOMO-LUMO gap	9.962	eV
HOMO	-9.1	eV
lowest unoccupied orbital energy	0.9	eV
SMILES string	C=C1N[C@@]1(C)O

The geometry in ORCA input format:
```
! RIJCOSX wB97M-V def2-TZVPD def2/J DEFGRID3
* xyz 0 1
C 2.022 0.134 0.652
C 0.743 -0.044 0.467
N -0.553 -0.714 1.129
C -0.585 0.054 -0.065
C -1.023 -0.629 -1.334
O -0.945 1.488 -0.110
H 2.556 -0.400 1.424
H 2.582 0.814 0.031
H -0.741 -0.264 2.018
H -0.667 -1.655 -1.341
H -2.110 -0.617 -1.368
H -0.623 -0.102 -2.197
H -0.655 1.935 0.694
*
```

***

Entry from the OMol25 dataset: one molecule with the formula C4H7NO (ωB97M-V/def2-TZVPD).

HOMO-LUMO gap	10.323	eV
HOMO	-9.4	eV
lowest unoccupied orbital energy	0.9	eV
SMILES string	C[C@H]1CN1C=O

The geometry in ORCA input format:
```
! RIJCOSX wB97M-V def2-TZVPD def2/J DEFGRID3
* xyz 0 1
C 0.736 0.080 1.690
C -0.015 0.772 0.526
C 0.303 0.750 -1.270
N -0.461 -0.072 -0.486
C -1.013 -1.137 -1.040
O -0.830 -1.256 -2.243
H 0.218 -0.864 1.942
H 0.738 0.666 2.618
H 1.770 -0.182 1.460
H -0.826 1.400 0.934
H -0.250 1.337 -2.027
H 1.212 0.312 -1.713
H -1.583 -1.805 -0.390
*
```

***

Entry from the OMol25 dataset: a 2-piece molecular cluster, C4H7NO overall (ωB97M-V/def2-TZVPD).

HOMO-LUMO gap (alpha / beta)	8.620 / 8.648	eV
HOMO (alpha / beta)	-9.9 / -9.8	eV
lowest unoccupied orbital energy (alpha / beta)	-1.3 / -1.2	eV

The geometry in ORCA input format:
```
! RIJCOSX wB97M-V def2-TZVPD def2/J DEFGRID3
* xyz 0 1
C -0.714 -1.670 1.222
N -1.022 -0.330 0.774
C 0.851 0.490 -2.257
C -0.060 0.420 0.437
C -0.335 1.827 0.016
O 0.554 2.635 -0.127
H -1.352 -2.379 0.686
H -0.968 -1.746 2.285
H 0.342 -1.951 1.086
H 1.739 1.161 -2.218
H 1.305 -0.513 -2.078
H 1.002 0.122 0.473
H -1.405 2.067 -0.127
*
```

***

Entry from the OMol25 dataset: one molecule with the formula C4H7NO (ωB97M-V/def2-TZVPD).

HOMO-LUMO gap	9.235	eV
HOMO	-8.7	eV
lowest unoccupied orbital energy	0.6	eV
SMILES string	C/C=C\C=N\O

The geometry in ORCA input format:
```
! RIJCOSX wB97M-V def2-TZVPD def2/J DEFGRID3
* xyz 0 1
C 0.488 1.390 -1.357
C 1.237 0.262 -0.920
C 0.775 -0.746 -0.109
C -0.611 -0.522 0.582
N -0.581 -1.425 1.564
O -1.677 -1.724 2.416
H 0.905 1.503 -2.494
H -0.775 1.077 -1.318
H 0.552 2.255 -0.632
H 2.418 0.557 -1.104
H 1.332 -1.693 0.363
H -1.367 0.327 0.497
H -2.696 -1.260 2.512
*
```

***

Electronic energy / eV: -7798.361, -7794.393, -7796.714, -7795.786, -7796.874, -7795.632, -7796.511, -7796.381, -7795.702, -7795.000, -7795.130, -7795.501, -7797.416, -7791.864, -7796.265, -7796.035, -7793.165, -7793.071
Energy relative to the best compared isomer or geometry (same formula, charge and spin) / eV: 1.2829, 5.2514, 2.9300, 3.8588, 2.7705, 4.0128, 3.1334, 3.2634, 3.9422, 4.6448, 4.5144, 4.1431, 2.2286, 7.7802, 3.3796, 3.6089, 6.4791, 6.5736